19
Properties=species:S:1:pos:R:3:forces:R:3 method="wB97M-V/def2-TZVPD" gap_ev="7.58 / 7.32" smiles="CB1C=C2[C@@H](C)[C@@H]2C1" lumo_ha="-0.0167 / -0.0212" e_above_lowest_kcal_mol=51.7 e_homo_ev="-8.035 / -7.895"
C -1.0167 1.7908 -2.4906 0.41 3.23 -0.02
B -0.5631 0.8773 -1.2703 -1.58 -0.09 -0.31
C -1.4689 0.4683 -0.1049 4.28 -4.78 1.37
C -0.6449 -0.6795 0.6549 -2.77 4.66 -3.55
C 0.3650 -0.5651 1.6424 1.87 -0.06 1.47
C 0.6404 -1.7154 2.5828 1.05 0.27 0.19
C 0.6626 -0.8271 0.0798 -0.01 0.08 0.47
C 0.8264 0.2192 -0.9693 1.22 -0.71 -1.82
H -0.7867 1.3687 -3.4292 -0.11 -1.49 -1.21
H -0.3090 2.7045 -2.7443 -1.21 -1.18 1.25
H -2.0871 2.2139 -2.5795 1.65 -0.85 0.53
H -2.4434 0.6234 0.1930 -1.79 0.79 0.81
H 0.6369 0.4005 2.1440 -0.74 -0.59 -0.74
H -0.1685 -1.5818 3.2429 -1.02 -0.52 1.28
H 1.5518 -1.7352 3.1934 0.05 0.88 -0.32
H 0.6500 -2.7039 2.1878 -0.61 -0.68 -0.86
H 1.3093 -1.6724 -0.0710 -0.33 -0.61 0.43
H 1.4926 -0.2017 -1.8082 -0.91 1.04 1.04
H 1.3532 1.0156 -0.4537 0.56 0.59 0.00